Entry from the Open Molecules 2025 dataset: the molecule C2H2N2O (ωB97M-V/def2-TZVPD).

Structure (XYZ):
```
7
Properties=species:S:1:pos:R:3
O 0.1226 -0.8580 0.0868
C 1.2134 -0.2440 -0.0651
N 0.2920 1.5998 -0.4512
N -0.8020 1.2024 -0.2361
C -1.0964 -0.2418 -0.0964
H 1.9955 -1.0333 -0.1509
H -1.7101 -0.5288 0.7584
```

Summary:
**Total charge**: 0
**E**: -261.96159 hartree
**Kohn-Sham gap (spin up / spin down)**: 0.3265 / 0.3265 Ha

These are the natural (NBO) partial charges, in e, on atoms 1 to 6: -0.38, 0.18, -0.01, -0.12, -0.03, 0.16